No. 1
DFT (ωB97M-V/def2-TZVPD) results for 5 unconnected molecules or ions with the total composition C8H7Cl16INO2P at a distorted geometry.

Its energy above the lowest of the compared OMol25 structures with the same formula, charge and spin is 0.00 kcal per mole. For the total energy, the calculation gives -231742.5744 eV. The LUMO energy is -0.0008 hartree. For the HOMO energy, the calculation gives -8.9 eV. The SMILES is O=C1NCC[C@@H]1P(O)I.ClC(Cl)(Cl)Cl.ClC(Cl)(Cl)Cl.ClC(Cl)(Cl)Cl.ClC(Cl)(Cl)Cl.

ORCA input file:
```
! wB97M-V def2-TZVPD RIJCOSX def2/J DEFGRID3
* xyz 0 1
I 4.32 -2.54 -2.93
Cl 0.14 2.32 0.43
Cl 1.61 3.57 -1.71
Cl -1.53 3.56 5.70
Cl -7.52 2.71 -3.24
Cl 0.83 5.09 5.07
Cl 2.35 4.11 1.01
Cl -0.60 -1.64 -3.02
Cl -4.78 1.82 -3.14
Cl 2.87 1.52 -0.12
Cl 1.07 2.33 5.91
Cl -5.60 4.16 -1.65
Cl -2.56 -0.28 -4.64
Cl -6.47 1.53 -0.82
Cl -0.02 2.97 3.31
Cl -0.92 1.21 -2.79
Cl -2.95 -0.55 -1.78
P 2.96 -3.80 -1.27
O 1.43 -3.66 -1.83
O 3.19 -3.89 2.20
N 1.08 -3.48 1.28
C 1.73 -1.53 0.09
C 2.86 -2.61 0.12
C -1.76 -0.32 -3.06
C 2.45 -3.43 1.35
C 1.74 2.88 -0.09
C -6.09 2.56 -2.21
C 0.61 -2.12 0.97
C 0.09 3.49 5.00
H 3.81 -2.10 0.25
H 2.13 -0.73 0.70
H 0.61 -4.00 2.00
H 1.39 -4.15 -2.66
H 1.42 -1.26 -0.90
H -0.39 -2.11 0.54
H 0.52 -1.61 1.92
*
```


No. 2
DFT (ωB97M-V/def2-TZVPD) results for C8H7Cl2NOS in the gas phase at a distorted geometry.

Its energy above the lowest of the compared OMol25 structures with the same formula, charge and spin is 30.37 kcal per mole. For the total energy, the calculation gives -47824.2301 eV. The LUMO energy is 0.0184 hartree. For the HOMO energy, the calculation gives -8.7 eV.

ORCA input file:
```
! wB97M-V def2-TZVPD RIJCOSX def2/J DEFGRID3
* xyz 0 1
Cl 1.83 -3.44 -2.29
Cl 0.31 -2.59 0.06
S -1.46 -0.31 -1.67
O -2.90 -0.27 -1.77
N 1.55 0.36 -0.91
C 0.50 0.60 0.04
C -0.09 1.23 2.29
C -1.83 0.58 0.86
C -1.44 1.01 2.07
C 1.63 -0.86 -1.64
C 1.36 -2.12 -1.26
C -0.88 0.49 -0.17
C 0.83 0.92 1.34
H 1.94 0.94 1.69
H 2.17 -0.72 -2.51
H -1.09 0.73 -2.44
H -2.80 0.32 0.66
H 0.21 1.44 3.20
H -2.24 1.10 2.84
H 2.38 0.58 -0.38
*
```


No. 3
DFT (ωB97M-V/def2-TZVPD) results for C8H7Cl3N2 in the gas phase at a distorted geometry.

Its energy above the lowest of the compared OMol25 structures with the same formula, charge and spin is 0.00 kcal per mole. For the total energy, the calculation gives -48955.9696 eV. The LUMO energy is 0.0149 hartree. For the HOMO energy, the calculation gives -9.3 eV. The SMILES is [H]/N=C(\Cl)NC(Cl)(Cl)c1ccccc1.

ORCA input file:
```
! wB97M-V def2-TZVPD RIJCOSX def2/J DEFGRID3
* xyz 0 1
Cl -1.76 -2.51 0.94
Cl -3.61 2.18 0.16
Cl -1.71 -1.88 -1.93
N -1.00 1.82 -0.44
N -2.27 -0.06 0.08
C 0.60 -0.57 1.26
C 2.82 -0.01 0.27
C 1.96 -0.15 1.38
C 0.07 -0.75 -0.02
C 2.18 0.12 -0.92
C -1.33 -1.19 -0.24
C 0.87 -0.37 -1.07
C -2.02 1.27 -0.08
H -0.85 2.80 -0.62
H 3.80 0.25 0.52
H 2.80 0.47 -1.70
H 0.31 -0.47 -2.06
H -0.07 -0.70 2.21
H 2.44 -0.05 2.41
H -3.24 -0.20 -0.16
*
```


No. 4
DFT (ωB97M-V/def2-TZVPD) results for 2 unconnected molecules or ions with the total composition C8H7Cl3N2 at a distorted geometry.

Its energy above the lowest of the compared OMol25 structures with the same formula, charge and spin is 88.32 kcal per mole. For the total energy, the calculation gives -48952.1398 eV. The LUMO energy (spin up / spin down) is -0.0580 / -0.0377 hartree. For the HOMO energy (spin up / spin down), the calculation gives -8.2 / -8.1 eV.

ORCA input file:
```
! wB97M-V def2-TZVPD RIJCOSX def2/J DEFGRID3
* xyz 0 1
Cl 1.70 2.06 1.22
Cl 4.72 -1.83 0.33
Cl 1.63 1.82 -1.67
N 3.16 -0.48 0.12
N 1.14 -1.70 -0.03
C 2.04 -0.97 0.04
C -1.01 0.80 1.21
C -0.80 0.12 -1.09
C -2.35 0.40 1.25
C -2.08 -0.36 -1.07
C -2.87 -0.27 0.10
C -0.24 0.70 0.07
C 1.05 1.22 -0.11
H 0.90 -2.48 -0.49
H -0.45 0.01 -2.11
H 3.48 0.35 -0.42
H -2.88 0.62 2.17
H -3.96 -0.58 0.19
H -0.51 1.42 2.09
H -2.66 -0.83 -1.81
*
```


No. 5
DFT (ωB97M-V/def2-TZVPD) results for C8H7ClF2 in the gas phase at a distorted geometry.

Its energy above the lowest of the compared OMol25 structures with the same formula, charge and spin is 0.00 kcal per mole. For the total energy, the calculation gives -26365.2797 eV. The LUMO energy is 0.0291 hartree. For the HOMO energy, the calculation gives -8.4 eV. The SMILES is C=C(Cl)[C@@H]1CC(F)=CC=C1F.

ORCA input file:
```
! wB97M-V def2-TZVPD RIJCOSX def2/J DEFGRID3
* xyz 0 1
Cl 0.19 1.48 -1.67
F -2.47 -1.18 -0.58
F 2.81 -0.37 0.21
C -1.14 -0.99 -0.48
C 1.14 -1.35 -1.09
C -0.74 2.53 0.56
C -0.27 -1.65 -1.24
C 0.61 -0.42 1.16
C 1.52 -0.70 0.01
C -0.45 1.40 -0.06
C -0.71 0.04 0.54
H 0.47 -1.34 1.74
H -0.60 -2.36 -1.98
H -1.19 2.53 1.54
H -0.55 3.49 0.11
H 1.02 0.35 1.80
H -1.49 0.15 1.30
H 1.84 -1.61 -1.86
*
```


No. 6
DFT (ωB97M-V/def2-TZVPD) results for a molecular structure, C8H7FeN3O6Se at a distorted geometry.

Its energy above the lowest of the compared OMol25 structures with the same formula, charge and spin is 5.85 kcal per mole. For the total energy, the calculation gives -124897.5001 eV. The LUMO energy (spin up / spin down) is 0.1035 / 0.0845 hartree. For the HOMO energy (spin up / spin down), the calculation gives -5.5 / -6.7 eV.

ORCA input file:
```
! wB97M-V def2-TZVPD RIJCOSX def2/J DEFGRID3
* xyz -1 6
Se 13.71 4.66 4.54
Fe 12.78 7.15 4.41
O 12.91 3.35 4.99
O 13.26 8.88 4.82
O 13.50 5.99 5.64
O 15.34 4.63 4.28
O 12.84 5.53 3.37
O 14.75 10.26 5.61
N 15.34 8.77 3.91
N 14.94 7.50 3.47
N 5.64 8.40 5.07
C 10.22 8.11 3.65
C 8.06 7.62 4.68
C 6.72 8.07 4.90
C 8.84 8.29 3.73
C 10.80 7.20 4.50
C 10.03 6.39 5.31
C 8.67 6.63 5.44
C 14.46 9.35 4.88
H 8.03 6.07 6.09
H 10.51 5.61 5.87
H 16.23 9.15 3.82
H 15.50 6.75 3.83
H 15.05 7.48 2.44
H 10.84 8.74 3.06
H 8.41 9.09 3.18
*
```


No. 7
DFT (ωB97M-V/def2-TZVPD) results for C8H7N3 in the gas phase at a distorted geometry.

Its energy above the lowest of the compared OMol25 structures with the same formula, charge and spin is 51.41 kcal per mole. For the total energy, the calculation gives -12877.7106 eV. The LUMO energy is -0.0115 hartree. For the HOMO energy, the calculation gives -9.2 eV. The SMILES is N#CC1=CN=C[C@@]12C=CCN2.

ORCA input file:
```
! wB97M-V def2-TZVPD RIJCOSX def2/J DEFGRID3
* xyz 0 1
N -0.11 -2.35 1.26
N -0.85 0.96 0.46
N -1.38 -0.75 -3.05
C 0.19 -1.12 1.46
C -0.64 -1.28 -0.68
C -0.05 -0.23 0.26
C -1.05 -1.00 -1.98
C -0.04 2.15 0.22
C 1.26 0.29 -0.29
C 1.25 1.61 -0.31
C -0.60 -2.46 -0.03
H 2.04 2.25 -0.66
H -0.55 2.79 -0.52
H 2.04 -0.38 -0.60
H 0.12 2.75 1.12
H -0.89 -3.43 -0.39
H -1.34 0.97 1.34
H 0.59 -0.77 2.40
*
```


No. 8
DFT (ωB97M-V/def2-TZVPD) results for C8H7N3O in the gas phase at a distorted geometry.

Its energy above the lowest of the compared OMol25 structures with the same formula, charge and spin is 2.05 kcal per mole. For the total energy, the calculation gives -14928.0213 eV. The LUMO energy is 0.0173 hartree. For the HOMO energy, the calculation gives -8.7 eV. The SMILES is NC(=O)n1ccc2cccnc21.

ORCA input file:
```
! wB97M-V def2-TZVPD RIJCOSX def2/J DEFGRID3
* xyz 0 1
O -3.57 0.26 0.12
N -1.27 0.35 -0.06
N 0.46 -1.37 0.12
N -2.38 -1.69 -0.17
C 2.30 0.75 -0.02
C 2.69 -0.56 -0.02
C -2.52 -0.34 0.01
C 0.87 1.00 -0.02
C 1.75 -1.61 0.01
C -1.21 1.75 -0.09
C 0.11 2.19 -0.02
C 0.03 -0.12 -0.05
H 3.73 -0.81 -0.09
H -3.12 -2.29 0.14
H 0.47 3.19 0.25
H 2.11 -2.62 -0.02
H -1.44 -1.97 -0.01
H -2.09 2.36 -0.17
H 3.10 1.53 0.08
*
```


No. 9
DFT (ωB97M-V/def2-TZVPD) results for 2 unconnected molecules or ions with the total composition C8H7N3O at a distorted geometry.

Its energy above the lowest of the compared OMol25 structures with the same formula, charge and spin is 145.19 kcal per mole. For the total energy, the calculation gives -14921.8140 eV. The LUMO energy is 0.0187 hartree. For the HOMO energy, the calculation gives -9.1 eV.

ORCA input file:
```
! wB97M-V def2-TZVPD RIJCOSX def2/J DEFGRID3
* xyz 0 1
O -1.86 2.00 0.85
N -3.18 -0.99 -0.33
N -1.19 -0.09 -0.23
N -3.32 0.24 0.08
C 2.23 1.15 -0.61
C -2.02 -1.24 -0.63
C 2.31 -0.91 0.57
C 0.96 -1.06 0.58
C -2.04 0.82 0.40
C 2.95 0.11 0.06
C 0.80 1.15 -0.68
C 0.28 -0.07 -0.01
H 3.95 0.15 0.10
H 0.29 -1.92 1.25
H -1.78 -2.07 -0.94
H 2.91 -2.16 1.22
H 2.63 2.26 -0.96
H -4.04 0.87 0.55
H 0.13 1.76 -1.28
*
```


No. 10
DFT (ωB97M-V/def2-TZVPD) results for C8H7N3O in the gas phase at a distorted geometry.

Its energy above the lowest of the compared OMol25 structures with the same formula, charge and spin is 79.93 kcal per mole. For the total energy, the calculation gives -14924.6438 eV. The LUMO energy is -0.0146 hartree. For the HOMO energy, the calculation gives -10.0 eV. The SMILES is [H]/N=C1/C(C#N)=CCC[C@]1(O)C#N.

ORCA input file:
```
! wB97M-V def2-TZVPD RIJCOSX def2/J DEFGRID3
* xyz 0 1
O -0.53 2.14 1.15
N -2.10 -0.67 2.16
N -0.87 -1.42 -3.77
N -0.79 1.70 -1.44
C -0.46 0.82 0.85
C -0.60 0.65 -0.78
C -1.32 -0.03 1.59
C 0.73 -1.43 -0.73
C -0.13 -0.57 -1.39
C 0.97 0.29 1.00
C 1.30 -1.15 0.56
C -0.64 -0.96 -2.72
H 1.36 0.48 2.02
H 1.54 0.98 0.44
H -1.50 2.40 1.36
H 0.80 -2.41 -1.22
H 2.36 -1.44 0.60
H 1.02 -1.94 1.28
H -1.15 2.56 -0.94
*
```


No. 11
DFT (ωB97M-V/def2-TZVPD) results for a gas-phase ion, C8H7N4S2 (charge +1) at a distorted geometry.

For the total energy, the calculation gives -36029.0246 eV. The LUMO energy (spin up / spin down) is -0.1829 / -0.1976 hartree. For the HOMO energy (spin up / spin down), the calculation gives -10.7 / -12.7 eV.

ORCA input file:
```
! wB97M-V def2-TZVPD RIJCOSX def2/J DEFGRID3
* xyz 1 3
S -2.50 -1.83 0.21
S 4.05 0.18 1.03
N 1.51 1.25 0.49
N 2.12 -0.80 -2.55
N -0.52 2.23 0.03
N -2.71 0.87 0.06
C 0.09 -1.56 0.00
C -0.93 -2.44 0.22
C 0.16 1.04 0.19
C 1.50 -1.80 -0.30
C 1.87 -1.19 -1.49
C 2.51 0.41 0.67
C -1.92 -0.19 0.04
C -0.41 -0.20 -0.01
H -2.42 1.54 0.81
H -0.22 3.17 0.25
H -3.72 0.83 -0.11
H 2.13 -2.44 0.25
H 1.61 2.31 0.74
H -0.90 -3.52 0.13
H -1.30 2.12 -0.65
*
```


No. 12
DFT (ωB97M-V/def2-TZVPD) results for a molecular structure, C8H7NO4Ti at a distorted geometry.

Its energy above the lowest of the compared OMol25 structures with the same formula, charge and spin is 0.00 kcal per mole. For the total energy, the calculation gives -41169.3105 eV. The LUMO energy (spin up / spin down) is -0.5845 / -0.5756 hartree. For the HOMO energy (spin up / spin down), the calculation gives -23.3 / -24.1 eV.

ORCA input file:
```
! wB97M-V def2-TZVPD RIJCOSX def2/J DEFGRID3
* xyz 3 2
Ti 0.57 -0.65 -0.20
O 0.12 -1.16 3.04
O -0.28 0.48 -3.21
O -2.33 -2.44 -0.52
O 1.02 -3.85 -1.06
N -0.72 0.93 0.29
C -1.38 -1.80 -0.39
C 0.30 -1.05 1.90
C 2.24 0.74 0.05
C 0.96 -2.74 -0.77
C 2.69 -0.57 -0.32
C -2.83 2.34 0.79
C -1.65 1.58 0.52
C 0.04 0.03 -2.19
H -3.48 2.32 -0.10
H 2.33 1.09 1.09
H -2.59 3.38 1.05
H 2.23 1.55 -0.68
H 3.01 -0.79 -1.35
H 3.13 -1.25 0.42
H -3.36 1.87 1.64
*
```


> Number 2 is which compound?

C8H7Cl2NOS